Formula: C3H10N4S
Source: the Open Molecules 2025 dataset
Level of theory: ωB97M-V with the def2-TZVPD basis set

**E_LUMO**: 0.78 eV
**Kohn-Sham gap**: 9.221 eV
**Total charge**: 0
**F_max**: 3.74 eV/Å
**Structure (SMILES)**: CCN/C(=N\N)NS
**Calculated total energy**: -737.42563 Eh
**Molar mass**: 134.208 Da

Each line ends with the Löwdin charge.
Atoms and positions in Å:
S  -3.388853  -1.008240  0.103235  0.71
N  -1.686702  -0.924144  -0.021936  -0.40
N  -0.599645  2.477161  0.152166  -0.07
N  -1.644573  1.459346  -0.014105  -0.03
N  0.337123  0.132697  -0.162734  -0.04
C  0.980702  -1.044266  0.274401  -0.31
C  -1.056737  0.284131  -0.100290  -0.54
C  2.535801  -0.946140  -0.083006  -0.10
H  0.786679  -1.173590  1.396426  0.13
H  2.666417  -0.488537  -1.132372  0.08
H  -1.134570  -1.725864  -0.450942  0.10
H  -3.733168  -0.023546  -0.836425  -0.11
H  3.179662  -0.380934  0.811440  0.12
H  3.032341  -1.975877  -0.096117  0.06
H  0.507346  -1.936043  -0.152437  0.08
H  -1.006199  3.304621  0.734994  0.11
H  -0.484185  2.919521  -0.742993  0.06
H  0.708566  1.049701  0.320694  0.15

Cartesian forces, eV/Å:
-0.0488 0.7305 -0.8262
-0.2384 -1.0646 -0.9639
-1.3605 1.6863 1.4263
0.8879 -1.1958 0.1230
-0.3591 3.6886 0.5284
1.4948 -0.8225 1.7033
1.3912 1.0023 0.8808
0.9562 -0.2085 1.3068
0.6978 -0.0641 -1.1585
-0.1210 -0.4551 1.8813
-1.6900 1.5692 0.6018
0.4216 -0.9628 0.7303
-1.8841 -1.0210 -2.6272
-0.8727 1.2530 -0.0553
0.6459 0.0780 -0.3192
0.5688 -2.2893 -1.1571
0.2013 0.0415 -0.6265
-0.6910 -1.9659 -1.4479